Here is an isolated molecule of C24H29N5O5 at a distorted geometry from the OMol25 dataset. Energies are from ωB97M-V/def2-TZVPD.

Each line ends with the natural charge from an NBO analysis.
Atoms and positions in Å:
1 C -10.955 -0.459 1.195  -0.60
2 C -9.511 -0.828 0.880  -0.50
3 C -8.643 0.420 0.798  0.69
4 O -9.101 1.539 0.925  -0.63
5 N -7.314 0.223 0.601  -0.44
6 C -6.644 -1.021 0.299  -0.23
7 C -6.077 -0.942 -1.131  -0.22
8 N -5.185 0.182 -1.294  -0.43
9 C -3.828 0.055 -1.024  0.15
10 C -3.262 -1.101 -0.477  -0.22
11 C -1.899 -1.223 -0.288  -0.23
12 C -1.044 -0.184 -0.635  0.11
13 N 0.344 -0.237 -0.464  -0.59
14 C 1.107 -1.257 0.012  0.67
15 O 0.678 -2.339 0.366  -0.61
16 C 2.569 -0.959 0.046  -0.19
17 C 3.455 -2.044 0.032  -0.10
18 C 4.813 -1.863 0.030  -0.28
19 C 5.390 -0.576 0.057  0.24
20 N 6.733 -0.398 -0.064  -0.41
21 C 7.683 -1.443 0.247  -0.24
22 C 8.900 -0.791 0.924  -0.07
23 O 9.486 0.191 0.109  -0.52
24 C 8.557 1.214 -0.178  -0.08
25 C 7.335 0.630 -0.891  -0.24
26 C 4.486 0.505 0.197  0.00
27 N 4.907 1.827 0.539  0.51
28 O 4.172 2.750 0.236  -0.39
29 O 5.943 1.962 1.163  -0.39
30 C 3.107 0.309 0.155  -0.15
31 C -1.593 0.972 -1.187  -0.21
32 C -2.951 1.087 -1.382  -0.24
33 C -5.873 1.418 -0.977  -0.21
34 C -6.439 1.368 0.450  -0.25
35 H -11.008 0.063 2.147  0.22
36 H -11.348 0.203 0.429  0.22
37 H -11.573 -1.352 1.245  0.20
38 H -9.118 -1.486 1.658  0.22
39 H -9.467 -1.356 -0.076  0.22
40 H -7.322 -1.867 0.388  0.22
41 H -5.821 -1.152 1.012  0.20
42 H -5.568 -1.867 -1.402  0.21
43 H -6.912 -0.797 -1.827  0.20
44 H -3.882 -1.931 -0.180  0.20
45 H -1.495 -2.125 0.138  0.25
46 H 0.827 0.593 -0.778  0.40
47 H 3.033 -3.037 -0.003  0.24
48 H 5.454 -2.727 -0.039  0.22
49 H 7.244 -2.158 0.941  0.22
50 H 8.009 -1.962 -0.665  0.19
51 H 9.673 -1.538 1.113  0.20
52 H 8.578 -0.345 1.877  0.17
53 H 9.072 1.927 -0.823  0.20
54 H 8.235 1.711 0.746  0.19
55 H 6.625 1.414 -1.142  0.22
56 H 7.672 0.158 -1.828  0.19
57 H 2.489 1.187 0.283  0.24
58 H -0.945 1.788 -1.476  0.20
59 H -3.331 1.986 -1.841  0.21
60 H -5.201 2.267 -1.067  0.21
61 H -6.697 1.546 -1.687  0.20
62 H -7.023 2.264 0.667  0.25
63 H -5.613 1.284 1.167  0.19

Atoms 1-3, force components in eV/Å:
C 0.18 -0.04 -0.05
C -0.33 0.26 0.07
C 0.06 -0.39 0.04

## Properties
HOMO energy: -7.4 eV
energy relative to the best compared isomer or geometry (same formula, charge and spin): 97.8 kcal/mol
lowest unoccupied orbital energy: -0.6 eV
SMILES: CCC(=O)N1CCN(c2ccc(NC(=O)c3ccc(N4CCOCC4)c([N+](=O)[O-])c3)cc2)CC1
Kohn-Sham gap: 6.8868 eV
maximum force: 1.285 eV Å⁻¹
E: -43044.45760 eV

Here is a 2-piece molecular cluster, C3H9NO5PS overall at a distorted geometry from the OMol25 dataset. Energies are from ωB97M-V/def2-TZVPD.

Each line ends with the natural charge from an NBO analysis.
Atoms and positions in Å:
1 N 3.359 0.082 -0.295  -0.84
2 C 2.428 0.995 -0.799  0.69
3 O 2.489 1.438 -1.927  -0.60
4 C 1.336 1.397 0.182  -0.50
5 C -0.030 1.447 -0.514  -0.71
6 P -0.687 -0.238 -0.793  0.63
7 H 2.924 -0.791 -0.022  0.39
8 H 4.065 -0.086 -1.003  0.38
9 H 1.336 0.674 1.001  0.23
10 H 1.605 2.368 0.600  0.25
11 H 0.105 1.930 -1.480  0.26
12 H -0.756 1.976 0.100  0.26
13 H -2.160 -0.401 -0.310  0.28
14 H 0.167 -1.140 -0.159  0.05
15 H -0.594 -0.496 -2.168  0.00
16 O -1.864 -2.415 1.042  -1.16
17 S -3.160 -1.844 1.554  2.57
18 O -3.462 -0.704 0.543  -1.07
19 O -2.950 -1.282 2.891  -1.07
20 O -4.152 -2.910 1.556  -1.04

Atoms 1-3, force components in eV/Å:
N -0.03 0.17 -0.63
C -0.23 -0.16 -0.12
O 0.21 0.18 0.37

## Properties
HOMO energy: -3.6 eV
net charge: -1
lowest unoccupied orbital energy: 2.4 eV
Kohn-Sham gap: 6.0153 eV
maximum force: 2.326 eV Å⁻¹
E: -35108.49370 eV

Here is a 2-piece molecular cluster, C3H10NO overall at a distorted geometry from the OMol25 dataset. Energies are from ωB97M-V/def2-TZVPD.

Each line ends with the natural charge from an NBO analysis.
Atoms and positions in Å:
1 C 1.165 -1.601 -0.214  -0.68
2 C -0.120 -0.963 0.153  0.18
3 C -0.987 -1.396 1.047  -0.39
4 N -0.524 0.389 -0.533  -0.72
5 H 1.581 -1.240 -1.183  0.24
6 H 1.841 -1.362 0.559  0.25
7 H 0.943 -2.706 -0.259  0.27
8 H -1.687 -0.819 1.598  0.22
9 H -0.826 -2.301 1.537  0.24
10 H 0.290 0.924 -0.845  0.47
11 H -1.029 0.911 0.190  0.45
12 H -1.370 0.262 -1.176  0.46
13 H -0.486 3.614 -0.214  0.50
14 H 1.048 3.347 -0.273  0.50
15 O 0.162 2.941 -0.388  -0.99

Atoms 1-3, force components in eV/Å:
C -1.01 -0.81 -1.86
C -1.55 1.06 -0.57
C 0.83 0.89 0.06

## Properties
HOMO energy: -14.6 eV
net charge: +1
energy relative to the best compared isomer or geometry (same formula, charge and spin): 27.5 kcal/mol
lowest unoccupied orbital energy: -3.5 eV
Kohn-Sham gap: 11.1418 eV
maximum force: 2.742 eV Å⁻¹
E: -6803.11960 eV

Here is a 4-piece molecular cluster, C4H15N2O5 overall at a distorted geometry from the OMol25 dataset. Energies are from ωB97M-V/def2-TZVPD.

Each line ends with the natural charge from an NBO analysis.
Atoms and positions in Å:
1 O -1.258 -2.303 -1.446  -0.75
2 C -0.959 -1.878 -0.321  0.78
3 O -0.725 -2.427 0.772  -0.81
4 C -1.074 -0.276 -0.250  -0.18
5 C 0.002 0.270 -1.197  -0.45
6 C -0.350 1.710 -1.561  -0.23
7 N -1.540 1.857 -2.364  -0.85
8 N -0.954 0.068 1.222  -0.91
9 H -2.137 -0.106 -0.566  0.19
10 H -0.100 -0.425 -2.114  0.22
11 H 1.028 0.153 -0.836  0.23
12 H -0.202 2.245 -0.547  0.20
13 H 0.467 2.094 -2.198  0.17
14 H -2.311 2.061 -1.775  0.35
15 H -1.716 1.003 -2.898  0.36
16 H -0.681 -0.738 1.760  0.38
17 H -1.882 0.300 1.529  0.35
18 H 0.785 -2.356 1.586  0.52
19 H 1.178 -0.939 1.959  0.46
20 O 1.542 -1.848 2.009  -1.01
21 H 2.341 -1.209 -1.093  0.47
22 H 2.750 -1.126 0.377  0.49
23 O 2.975 -0.840 -0.499  -0.96
24 H 1.469 0.984 3.007  0.47
25 H 0.228 1.872 2.570  0.49
26 O 1.126 1.854 2.875  -0.97

Atoms 1-3, force components in eV/Å:
O 0.45 -0.98 0.16
C -1.41 2.05 -0.70
O 0.40 -1.49 0.07

## Properties
HOMO energy: -4.7 eV
net charge: -1
energy relative to the best compared isomer or geometry (same formula, charge and spin): 39.9 kcal/mol
lowest unoccupied orbital energy: 3.6 eV
Kohn-Sham gap: 8.3101 eV
maximum force: 3.024 eV Å⁻¹
E: -17610.83204 eV

Here is a 9-piece molecular cluster, C6H30NO9 overall at a distorted geometry from the OMol25 dataset. Energies are from ωB97M-V/def2-TZVPD.

Each line ends with the natural charge from an NBO analysis.
Atoms and positions in Å:
1 C -1.271 -0.444 0.573  -0.07
2 O -1.731 0.731 0.140  -0.77
3 C 0.327 -0.459 0.749  -0.08
4 C 0.913 -1.686 1.178  -0.45
5 C 1.236 -2.760 0.061  -0.18
6 C 0.634 -2.729 -1.150  -0.21
7 C 0.557 -3.926 -1.975  -0.67
8 N 0.475 0.618 1.879  -0.85
9 H -1.505 -0.986 -0.352  0.21
10 H -1.755 -0.797 1.463  0.18
11 H -2.541 1.184 0.480  0.50
12 H 0.871 -0.126 -0.107  0.26
13 H 1.896 -1.404 1.826  0.22
14 H 0.451 -2.303 1.942  0.23
15 H 1.810 -3.572 0.471  0.21
16 H 0.293 -1.794 -1.441  0.19
17 H -0.018 -4.670 -1.320  0.24
18 H 0.092 -3.821 -3.082  0.22
19 H 1.750 -4.231 -2.002  0.25
20 H 1.250 1.405 1.819  0.47
21 H 0.883 0.094 2.789  0.49
22 H -0.209 1.396 1.917  0.46
23 H 1.333 2.472 0.204  0.51
24 H 2.682 3.324 0.803  0.52
25 O 1.926 2.698 0.890  -1.02
26 H -1.131 3.029 0.749  0.49
27 H -2.433 3.007 1.549  0.47
28 O -1.529 3.108 1.587  -0.94
29 H -1.614 1.916 4.147  0.49
30 H -0.525 2.843 3.526  0.51
31 O -0.694 1.917 3.900  -0.98
32 H 0.763 1.790 -1.828  0.52
33 H -0.511 1.732 -1.039  0.50
34 O 0.422 1.562 -0.956  -0.98
35 H 1.686 2.286 -4.063  0.46
36 H 0.378 1.626 -4.384  0.50
37 O 0.773 2.555 -4.118  -0.98
38 H -3.065 -1.134 -3.115  0.50
39 H -2.071 -2.304 -3.034  0.48
40 O -2.201 -1.433 -2.888  -0.96
41 H -0.202 -0.494 -4.624  0.48
42 H -0.682 -0.299 -3.218  0.51
43 O -0.001 0.017 -3.875  -0.97
44 H 0.582 0.851 4.632  0.53
45 H 0.719 -0.735 4.952  0.50
46 O 0.984 -0.054 4.345  -0.97

Atoms 1-3, force components in eV/Å:
C 2.00 -3.06 -1.63
O -1.99 5.72 -0.63
C -3.01 3.33 1.24

## Properties
HOMO energy: -11.6 eV
net charge: +1
energy relative to the best compared isomer or geometry (same formula, charge and spin): 95.4 kcal/mol
lowest unoccupied orbital energy: -2.8 eV
Kohn-Sham gap: 8.7721 eV
maximum force: 6.087 eV Å⁻¹
E: -26616.81253 eV

Number 1 is which compound? C24H29N5O5

Among the records above, which one has the lowest lowest unoccupied orbital energy? C3H10NO